(1)
{"formula": "C7H10INO3", "method": "ωB97M-V/def2-TZVPD", "de_lowest_kcal_mol": 101.9, "largest_force_ha_per_bohr": 0.0724, "spin_multiplicity": 1, "e_lumo_ev": -0.29, "e_tot_ha": -850.5968, "elements": ["C", "C", "C", "C", "C", "C", "C", "N", "O", "O", "O", "I", "H", "H", "H", "H", "H", "H", "H", "H", "H", "H"], "xyz": [[-2.48, 0.79, 0.79], [-0.18, -1.15, -0.07], [1.87, -2.58, 0.02], [-1.43, 1.24, -0.04], [1.97, -4.06, -0.06], [-1.94, 2.82, 0.08], [0.88, 2.08, 0.03], [-0.12, 1.12, 0.55], [2.72, -1.70, 0.01], [0.47, -0.15, 0.46], [0.51, -2.26, 0.01], [-3.85, -0.39, -0.20], [-1.32, 0.98, -1.20], [2.65, -4.46, 0.65], [2.58, -4.30, -0.98], [1.01, -4.49, -0.15], [-1.51, 3.53, 0.81], [-3.05, 2.80, 0.46], [-2.04, 3.11, -0.95], [0.61, 3.09, 0.41], [1.85, 1.74, 0.35], [0.82, 2.24, -1.00]]}



(2)
{"formula": "C21H58BO6S2", "method": "ωB97M-V/def2-TZVPD", "total_charge": -1, "largest_force_ha_per_bohr": 0.0527, "spin_multiplicity": 1, "e_lumo_ev": 2.16, "e_tot_ha": -2107.5266, "elements": ["S", "B", "C", "C", "C", "S", "H", "H", "H", "H", "H", "H", "H", "H", "H", "H", "C", "C", "C", "O", "H", "H", "H", "H", "H", "H", "H", "H", "C", "C", "C", "O", "H", "H", "H", "H", "H", "H", "H", "H", "C", "C", "C", "O", "H", "H", "H", "H", "H", "H", "H", "H", "C", "C", "C", "O", "H", "H", "H", "H", "H", "H", "H", "H", "C", "C", "C", "O", "H", "H", "H", "H", "H", "H", "H", "H", "C", "C", "C", "O", "H", "H", "H", "H", "H", "H", "H", "H"], "xyz": [[-1.17, -2.06, -2.33], [0.51, -1.15, -2.44], [1.65, -2.06, -3.24], [2.21, -3.15, -2.13], [3.26, -2.36, -1.10], [2.68, -2.77, 0.64], [-1.09, -3.00, -3.38], [0.85, -0.97, -1.33], [0.40, -0.08, -2.93], [2.54, -1.43, -3.66], [1.12, -2.58, -4.14], [1.25, -3.56, -1.54], [2.78, -4.06, -2.64], [3.30, -1.20, -1.33], [4.37, -2.75, -1.26], [1.80, -1.80, 1.15], [-2.81, -5.37, -0.66], [-2.11, -6.62, -1.17], [-2.03, -7.68, -0.09], [-0.79, -6.29, -1.60], [-2.26, -4.93, 0.18], [-2.85, -4.60, -1.45], [-3.83, -5.59, -0.34], [-2.65, -7.02, -2.04], [-1.45, -7.33, 0.77], [-1.51, -8.58, -0.46], [-3.03, -7.98, 0.26], [-0.31, -5.93, -0.84], [-0.11, 2.45, 1.54], [0.27, 2.47, 0.07], [0.07, 3.85, -0.54], [-0.52, 1.53, -0.64], [-1.17, 2.71, 1.67], [0.03, 1.45, 1.96], [0.49, 3.16, 2.12], [1.32, 2.17, -0.04], [-0.98, 4.16, -0.48], [0.34, 3.85, -1.60], [0.68, 4.60, -0.02], [-1.45, 1.78, -0.55], [0.99, -3.84, -7.19], [2.43, -3.65, -7.64], [2.92, -4.85, -8.44], [3.27, -3.47, -6.51], [0.90, -4.71, -6.54], [0.66, -2.97, -6.60], [0.32, -3.96, -8.04], [2.51, -2.74, -8.26], [2.90, -5.76, -7.84], [3.96, -4.70, -8.75], [2.31, -5.00, -9.34], [3.21, -4.27, -5.96], [-0.62, 4.58, 6.01], [0.08, 3.32, 5.50], [0.16, 2.26, 6.58], [1.39, 3.66, 5.07], [-0.07, 5.02, 6.85], [-0.66, 5.34, 5.22], [-1.64, 4.35, 6.33], [-0.46, 2.93, 4.63], [0.73, 2.62, 7.44], [0.67, 1.37, 6.21], [-0.84, 1.97, 6.92], [1.88, 4.01, 5.83], [-3.39, -1.17, 3.86], [-2.77, -0.49, 2.64], [-2.10, -1.50, 1.73], [-1.82, 0.47, 3.07], [-2.62, -1.68, 4.45], [-3.86, -0.43, 4.51], [-4.14, -1.91, 3.56], [-3.55, 0.04, 2.09], [-1.29, -2.02, 2.25], [-1.65, -1.00, 0.86], [-2.81, -2.25, 1.36], [-1.12, 0.00, 3.56], [0.33, 7.87, 2.93], [0.72, 7.88, 1.46], [0.52, 9.26, 0.85], [-0.07, 6.94, 0.75], [-0.72, 8.12, 3.06], [0.47, 6.86, 3.35], [0.94, 8.57, 3.51], [1.77, 7.58, 1.35], [-0.53, 9.57, 0.91], [0.79, 9.26, -0.21], [1.13, 10.01, 1.36], [-1.00, 7.19, 0.84]]}



(3)
{"formula": "C3H17NO4", "method": "ωB97M-V/def2-TZVPD", "de_lowest_kcal_mol": 7.7, "largest_force_ha_per_bohr": 0.0365, "spin_multiplicity": 1, "smiles": "CC(C)N.O.O.O.O", "e_lumo_ev": 0.48, "e_tot_ha": -480.1948, "elements": ["C", "C", "C", "N", "H", "H", "H", "H", "H", "H", "H", "H", "H", "H", "H", "O", "H", "H", "O", "H", "H", "O", "H", "H", "O"], "xyz": [[2.03, -1.64, 1.43], [0.55, -1.36, 1.36], [0.11, -0.12, 2.11], [0.07, -1.24, -0.04], [2.24, -2.72, 1.44], [2.53, -1.34, 0.51], [2.51, -1.23, 2.31], [0.00, -2.15, 1.88], [0.43, -0.12, 3.15], [0.67, 0.78, 1.84], [-0.93, 0.16, 1.95], [-0.92, -1.07, 0.03], [0.27, -2.07, -0.58], [-1.28, 1.70, 0.93], [-1.72, 3.14, 0.76], [-0.98, 2.60, 1.05], [-1.14, 0.58, -1.66], [0.31, 0.22, -1.35], [-0.26, 0.65, -2.04], [0.83, -1.56, -3.59], [-0.37, -0.62, -3.39], [-0.12, -1.51, -3.73], [-1.07, 2.97, -0.89], [-1.82, 2.85, -2.19], [-1.95, 3.12, -1.28]]}



(4)
{"formula": "C40H38N6PtS2", "method": "ωB97M-V/def2-TZVPD", "de_lowest_kcal_mol": 0.0, "largest_force_ha_per_bohr": 0.0220, "spin_multiplicity": 5, "e_lumo_ev": [0.18, -1.76], "e_tot_ha": -2791.1944, "elements": ["Pt", "S", "C", "C", "C", "C", "C", "C", "S", "H", "H", "H", "H", "C", "N", "C", "C", "C", "C", "C", "C", "C", "C", "H", "H", "H", "H", "H", "H", "H", "H", "H", "H", "H", "H", "C", "C", "N", "C", "C", "N", "C", "N", "N", "N", "C", "C", "C", "C", "C", "C", "H", "H", "H", "H", "H", "H", "H", "H", "H", "H", "H", "C", "C", "C", "C", "C", "C", "C", "C", "C", "C", "C", "C", "C", "C", "H", "H", "H", "H", "H", "H", "H", "H", "H", "H", "H"], "xyz": [[-0.35, -1.01, -0.76], [0.24, 0.65, 0.90], [-0.97, 0.46, 2.09], [-0.92, 1.28, 3.24], [-1.88, 1.21, 4.21], [-2.94, 0.28, 4.08], [-3.02, -0.52, 2.98], [-2.05, -0.46, 1.95], [-2.27, -1.45, 0.57], [-0.11, 2.00, 3.31], [-1.83, 1.86, 5.07], [-3.70, 0.22, 4.85], [-3.84, -1.22, 2.87], [0.76, -3.13, -3.01], [-0.49, -3.24, -2.30], [-0.68, -4.29, -1.32], [-1.68, -2.77, -2.97], [-1.59, -1.33, -3.43], [-1.94, -1.04, -4.74], [-1.97, 0.27, -5.18], [-1.68, 1.28, -4.28], [-1.35, 1.00, -2.96], [-1.22, -0.32, -2.51], [1.44, -3.93, -2.70], [1.26, -2.17, -2.83], [0.61, -3.22, -4.09], [0.25, -4.83, -1.17], [-1.43, -5.03, -1.66], [-1.01, -3.90, -0.36], [-2.51, -2.87, -2.28], [-1.92, -3.40, -3.85], [-2.20, -1.85, -5.41], [-2.23, 0.50, -6.21], [-1.75, 2.31, -4.60], [-1.57, 3.06, -2.63], [3.09, -1.05, -0.43], [2.38, -1.97, 0.49], [1.09, -2.23, 0.47], [0.82, -3.05, 1.54], [1.97, -3.28, 2.23], [2.96, -2.59, 1.55], [4.32, -2.42, 1.99], [4.62, -1.03, 2.21], [5.62, -0.44, 1.50], [5.63, 0.81, 1.75], [4.60, 1.10, 2.62], [4.18, 2.31, 3.18], [3.10, 2.27, 4.02], [2.44, 1.06, 4.32], [2.83, -0.14, 3.78], [3.94, -0.09, 2.92], [2.49, -0.93, -1.33], [4.08, -1.43, -0.71], [3.21, -0.06, 0.02], [-0.18, -3.39, 1.75], [2.18, -3.86, 3.11], [5.04, -2.77, 1.25], [4.45, -3.00, 2.91], [4.70, 3.23, 2.94], [2.75, 3.19, 4.48], [1.59, 1.08, 4.99], [2.30, -1.05, 3.99], [-6.10, 1.16, -0.27], [-5.54, 1.10, -1.54], [-4.22, 1.43, -1.76], [-3.39, 1.84, -0.68], [-3.99, 1.90, 0.60], [-5.31, 1.57, 0.80], [-2.02, 2.16, -0.79], [-1.18, 2.21, -2.04], [0.27, 2.56, -1.72], [0.55, 3.65, -0.91], [1.85, 3.98, -0.57], [2.91, 3.23, -1.06], [2.64, 2.16, -1.90], [1.34, 1.83, -2.23], [-7.14, 0.90, -0.12], [-6.15, 0.79, -2.38], [-3.81, 1.36, -2.75], [-3.38, 2.21, 1.45], [-5.73, 1.63, 1.80], [-1.54, 2.48, 0.12], [-0.27, 4.25, -0.52], [2.04, 4.83, 0.07], [3.93, 3.48, -0.79], [3.46, 1.58, -2.31], [1.14, 0.99, -2.89]]}



Which formula does entry 1 have? C7H10INO3